78
Properties=species:S:1:pos:R:3:lowdin_spin:R:1 method="wB97M-V/def2-TZVPD" spin_multiplicity=6 gap_ev="5.2 / 5.5" s_squared=8.8020 lumo_ev="-4.5 / -5.1" energy_ev=-96600.330 charge=+1
Fe 0.022 -0.852 -3.383 3.508
C -0.586 -1.911 -0.653 0.221
C 0.757 -1.835 -1.270 0.128
C 0.671 -0.539 0.698 0.074
C -0.632 -1.034 0.438 0.100
C 1.547 -1.000 -0.311 0.149
C -1.576 -3.005 -0.839 0.032
H -1.329 -3.598 -1.727 0.000
H -2.598 -2.617 -0.958 0.008
H -1.624 -3.700 0.025 0.012
C -1.777 -0.809 1.332 0.008
H -2.670 -1.263 0.901 0.000
H -1.920 0.268 1.478 0.002
H -1.576 -1.282 2.305 0.003
C 0.990 0.109 1.991 0.010
H 0.603 -0.520 2.807 0.003
H 0.466 1.073 2.068 0.003
H 2.065 0.234 2.153 0.000
C 2.999 -1.179 0.003 0.017
H 3.085 -1.762 0.946 0.007
H 3.542 -0.237 0.199 0.006
H 3.540 -1.732 -0.777 0.000
C 1.360 -3.145 -1.665 0.021
H 1.477 -3.776 -0.758 0.008
H 2.339 -2.980 -2.132 0.001
H 0.704 -3.675 -2.370 0.003
C -1.806 0.429 -5.707 0.038
C -1.747 -0.925 -5.656 0.007
C -0.798 -1.719 -6.513 0.001
C 0.678 -1.351 -6.326 0.009
C 1.071 -0.726 -5.006 0.021
C 0.935 0.694 -4.790 -0.004
C 0.419 1.593 -5.880 0.003
C -0.912 1.261 -6.565 0.004
H -1.034 -1.582 -7.584 0.000
H 1.016 -0.685 -7.130 0.000
H -0.954 -2.787 -6.299 0.000
H -0.735 0.884 -7.588 0.001
H -2.680 0.978 -5.332 0.002
H -2.583 -1.475 -5.188 0.000
H -1.432 2.216 -6.718 0.000
H 0.320 2.595 -5.441 0.000
H 1.819 1.209 -4.371 -0.002
H 1.189 1.682 -6.667 -0.001
H 1.274 -2.271 -6.387 0.000
H 1.857 -1.304 -4.448 0.013
P -1.390 0.925 -1.593 0.147
P 1.420 1.437 -1.748 0.183
C -1.031 2.405 -2.697 0.015
C 0.460 2.794 -2.607 0.040
H -1.631 3.233 -2.270 0.000
H -1.357 2.146 -3.724 0.002
H 0.912 3.017 -3.582 0.002
H 0.545 3.673 -1.952 0.004
C 1.996 2.345 -0.288 0.008
H 2.071 1.620 0.517 0.001
H 1.308 3.155 -0.001 0.000
H 2.992 2.754 -0.511 0.002
C 3.094 1.110 -2.424 0.024
H 3.498 1.988 -2.940 0.005
H 2.995 0.276 -3.125 0.000
H 3.763 0.797 -1.612 0.000
C -3.158 1.123 -1.152 0.042
H -3.509 0.175 -0.733 0.001
H -3.719 1.342 -2.067 0.005
H -3.269 1.942 -0.442 0.002
C -1.998 -0.370 -2.810 0.055
H -1.563 -1.157 -3.543 0.014
H -2.710 0.161 -3.476 0.005
H -2.557 -1.058 -2.148 0.006
C -1.470 4.429 2.190 0.001
S -1.338 3.669 0.583 0.001
O -2.636 3.864 -0.070 0.000
O -0.202 4.362 -0.049 0.000
O -1.034 2.241 0.866 0.016
H -1.651 5.499 2.058 0.000
H -0.516 4.247 2.689 0.000
H -2.296 3.952 2.723 0.000